[1]
A molecular structure, C34H37F6FeN4O7S2. Source: the Open Molecules 2025 dataset; level of theory: the ωB97M-V functional and the def2-TZVPD basis.

```
! RIJCOSX wB97M-V def2-TZVPD def2/J DEFGRID3
* xyz 0 6
Fe 0.65388 0.31166 0.14861
C 2.02082 4.08896 -0.12565
C 0.71555 4.87829 -0.21804
C 0.77480 6.08660 0.72466
C -0.62065 4.14748 -0.06886
C -1.70624 4.84594 -0.59427
C -2.99860 4.36648 -0.53084
C -3.23713 3.14737 0.07415
C -2.19190 2.39785 0.59634
C -2.52620 1.09616 1.30543
C -3.12895 1.38890 2.68239
C -3.45735 0.20756 0.48126
C -0.87858 2.89704 0.51907
N 0.16004 2.05861 1.02512
C 0.76137 2.44952 2.17876
O 0.54463 3.45189 2.83661
C 1.73012 1.41467 2.69304
C 2.53825 1.50903 3.81433
C 3.22110 0.36780 4.21113
C 3.02752 -0.84497 3.55225
C 2.18585 -0.85278 2.45895
N 1.63398 0.27986 2.04159
C 1.59818 -2.06677 1.76377
O 1.91080 -3.20739 2.05438
N 0.66523 -1.62748 0.89320
C -0.40223 -2.26037 0.25586
C -0.74085 -3.06796 -2.45245
C -1.71112 -3.92043 -2.18815
C -2.79740 -3.68776 -1.24202
C -2.61665 -3.33915 0.03526
C -1.37922 -3.05110 0.75986
C -1.32600 -3.53125 2.19370
C -1.48306 -5.05068 2.26263
C -2.36540 -2.80950 3.05874
C 0.52676 -3.25558 -3.22348
C 0.58571 -4.62592 -3.88658
C 1.72538 -3.04319 -2.28905
H 2.80438 4.60765 -0.67914
H 1.92612 3.09639 -0.55007
H 2.37037 3.98139 0.90121
H 0.68149 5.26858 -1.23853
H 0.79797 5.75914 1.76239
H -0.09086 6.73675 0.59086
H 1.67429 6.67263 0.52042
H -1.51617 5.80118 -1.07138
H -3.81483 4.93934 -0.95219
H -4.25073 2.77093 0.13869
H -1.59931 0.54095 1.48252
H -4.05112 1.96470 2.58051
H -2.43738 1.97293 3.29130
H -3.36827 0.46321 3.21242
H -4.45002 0.65137 0.38594
H -3.58013 -0.76541 0.96032
H -3.06938 0.05400 -0.52707
H 2.60103 2.44242 4.35513
H 3.87370 0.40745 5.07360
H 3.47892 -1.76565 3.89392
H -1.65532 -4.89849 -2.65211
H -3.80099 -3.94578 -1.56132
H -3.50745 -3.33389 0.65678
H -0.34507 -3.28987 2.59359
H -2.43927 -5.37165 1.84253
H -1.44235 -5.38597 3.30007
H -0.68177 -5.54510 1.71279
H -3.38945 -3.08945 2.80271
H -2.27112 -1.72511 2.96219
H -2.21208 -3.06905 4.10720
H 0.54539 -2.48705 -4.00133
H 0.53472 -5.42503 -3.14431
H 1.52917 -4.72876 -4.42154
H -0.22498 -4.76314 -4.60296
H 1.65860 -3.70213 -1.42014
H 1.78236 -2.01369 -1.93180
H 2.65423 -3.26158 -2.81448
F 3.71092 -0.98468 -3.37897
C 4.39096 -0.41103 -2.39249
F 5.52492 0.07350 -2.87488
F 4.66134 -1.32620 -1.46347
S 3.42146 0.97177 -1.60986
O 2.59714 0.29333 -0.58989
O 4.39436 1.86878 -1.09083
N 2.59929 1.46233 -2.83015
S 1.10465 1.93673 -2.82967
O 0.91077 3.32606 -3.05467
O 0.30981 1.30066 -1.78174
C 0.53092 1.10243 -4.36585
F 1.17032 1.58925 -5.42078
F -0.77419 1.30768 -4.50379
F 0.75758 -0.21085 -4.28974
O -0.86756 -1.68749 -2.03511
C -0.56980 -1.32586 -0.84854
*
```

For the relative energy (zero: lowest compared OMol25 entry of this formula, charge and spin), the calculation gives 0.000 eV.

Mulliken population analysis, charges in e, atoms 1 to 4: number 1, Fe, carries 1.254; number 2, C, carries -2.072; number 3, C, carries 0.476; number 4, C, carries -1.566

---

[2]
2 unconnected molecules or ions with the total composition C34H37N3O2 in a non-equilibrium geometry. Source: the Open Molecules 2025 dataset; level of theory: the ωB97M-V functional and the def2-TZVPD basis.

```
! RIJCOSX wB97M-V def2-TZVPD def2/J DEFGRID3
* xyz 0 1
C -1.96280 -2.85214 3.26244
C -2.06944 -1.88192 2.09285
N -2.43687 -0.52606 2.53210
C -3.85440 -0.15762 2.35168
C -4.26255 -0.07373 0.89570
C -1.47508 0.48971 2.35507
C -0.20588 0.15946 2.94435
C 1.01858 0.68092 2.47884
C 2.22963 -0.21084 2.32990
C 2.22564 -1.55361 1.92180
C 3.43479 -2.23167 1.69294
C 4.65299 -1.55191 1.82543
C 4.67204 -0.20254 2.22167
C 3.46239 0.44974 2.45976
O 1.15133 1.88702 2.15580
O -1.75080 1.55166 1.76668
H -1.76138 -3.84907 2.86072
H -1.15731 -2.57804 3.95542
H -2.91291 -2.88443 3.80750
H -1.09918 -1.80645 1.57222
H -2.82965 -2.23144 1.37432
H -4.42238 -0.94196 2.87494
H -4.03259 0.79803 2.87148
H -5.33011 0.12936 0.82259
H -3.69589 0.72305 0.41320
H -4.04803 -1.01972 0.39923
H -0.21697 -0.73685 3.58534
H 1.26891 -2.06018 1.77544
H 3.41861 -3.28932 1.41094
H 5.59443 -2.07429 1.63628
H 5.61840 0.33666 2.34558
H 3.44217 1.50652 2.73838
C 2.09472 4.61831 1.68550
C 1.99489 4.35560 3.12512
N 3.08170 4.16982 3.91118
C 4.44445 4.04856 3.42144
C 2.69864 3.96219 5.24873
C 1.28063 4.01618 5.29103
C 0.60792 3.65802 6.45262
C 1.35434 3.18191 7.53382
C 2.75175 3.09653 7.47527
C 3.43479 3.40411 6.28550
C 0.82472 4.05176 3.90330
C -0.34461 3.44632 3.43847
C -1.52326 3.47198 4.22569
C -2.43074 4.56217 4.37705
C -2.32285 5.92455 3.78823
N -3.40696 4.19625 5.26329
C -4.43806 5.08620 5.79057
C -3.19051 2.88518 5.70852
C -2.00587 2.41116 5.08771
C -1.42987 1.22099 5.52068
C -2.12676 0.45652 6.45865
C -3.32800 0.90795 7.02783
C -3.84866 2.16593 6.69538
H 1.08890 4.87101 1.33878
H 2.78362 5.42282 1.37661
H 2.39502 3.68748 1.18271
H 5.10584 3.83673 4.26604
H 4.53514 3.18941 2.74222
H 4.77717 4.95263 2.89105
H -0.47063 3.77779 6.51292
H 0.83466 2.87169 8.43906
H 3.30821 2.74472 8.34488
H 4.49554 3.20343 6.15071
H -0.44998 3.25795 2.36381
H -1.44065 5.92148 3.13403
H -3.20542 6.17239 3.17781
H -2.19802 6.72747 4.53888
H -5.07480 4.50300 6.46640
H -4.00335 5.94627 6.32962
H -5.06096 5.46933 4.97296
H -0.44843 0.93670 5.13094
H -1.70421 -0.49603 6.77634
H -3.87122 0.26582 7.71842
H -4.72921 2.59542 7.16357
*
```

For the relative energy (zero: lowest compared OMol25 entry of this formula, charge and spin), the calculation gives 0.000 eV.

Mulliken population analysis, charges in e, atoms 1 to 4: number 1, C, carries -1.246; number 2, C, carries -0.520; number 3, N, carries 0.549; number 4, C, carries -0.379